{
  "formula": "C4H8N",
  "method": "wB97M-V/def2-TZVPD",
  "symbols": ["C", "N", "C", "C", "C", "H", "H", "H", "H", "H", "H", "H", "H"],
  "xyz": [[0.96825, 2.21661, 0.07380], [0.09583, 1.44054, 0.58263], [-0.40427, 0.30137, -0.18298], [-0.35885, -0.92669, 0.37138], [-0.28017, -2.13301, -0.47226], [1.11781, 3.15255, 0.59689], [1.48850, 2.02696, -0.85065], [-0.18127, 1.67185, 1.53904], [-1.00861, 0.67661, -0.99928], [-0.66475, -0.98150, 1.41873], [-1.01407, -2.90374, -0.22354], [0.67437, -2.64069, -0.32707], [-0.43278, -1.90086, -1.52668]],
  "total_charge": 1,
  "e_homo_ha": -0.52153,
  "de_lowest_kj_mol": 124.51,
  "multiplicity": 1,
  "homo_lumo_gap_ev": 8.927,
  "e_tot_ha": -211.6237
}